C24H30NO9SbTl as an isolated structure at a distorted geometry, computed with the ωB97M-V functional and the def2-TZVPD basis.

```
66
Properties=species:S:1:pos:R:3:mulliken_charge:R:1
Tl 0.029 -0.430 4.039 1.0918
O -2.246 2.695 6.547 -0.7237
C -1.605 2.008 5.745 0.3309
O -1.205 0.823 5.872 -0.6941
C -1.271 2.714 4.404 0.3299
C -1.620 4.053 4.274 -0.4931
C -1.359 4.705 3.089 -0.4636
C -0.765 3.998 2.057 -0.7533
C -0.462 2.658 2.245 -0.1151
N -0.710 2.027 3.404 0.1562
C 0.079 1.928 1.014 -0.4713
O 0.538 2.611 0.103 -0.7222
O -0.071 0.652 0.960 -0.4756
H -2.087 4.530 5.123 0.4897
H -1.621 5.748 2.956 0.4107
H -0.523 4.458 1.110 0.5230
O 4.655 2.117 -0.868 -0.6315
C 3.910 1.567 -0.092 -0.2234
C 2.968 0.462 -0.347 1.1559
O 2.479 0.031 -1.430 -0.7867
C 2.554 -0.105 0.864 0.4231
C 3.010 0.668 1.987 -0.2076
O 2.789 0.472 3.181 -0.7576
C 3.783 1.828 1.400 0.6197
O 4.128 2.824 1.978 -0.6353
O 1.737 -1.116 0.837 -0.6759
C 2.292 -2.626 -2.561 -1.7105
C 1.130 -2.869 -1.609 2.0868
C 0.048 -3.666 -2.328 -2.0707
C 1.627 -3.639 -0.392 -1.8847
Sb 0.298 -0.837 -0.851 2.1904
C -1.783 -1.556 -0.088 2.1329
C -1.573 -2.767 0.812 -1.8292
C -2.626 -1.939 -1.303 -1.7353
C -2.518 -0.477 0.697 -1.6719
C -0.250 0.696 -2.509 2.1753
C -0.419 -0.170 -3.749 -1.3988
C 0.827 1.743 -2.715 -1.8932
C -1.533 1.392 -2.092 -1.6884
H 2.802 -3.580 -2.742 0.4893
H 3.012 -1.928 -2.145 0.2001
H 1.951 -2.236 -3.522 0.3813
H 0.500 -4.579 -2.732 0.5987
H -0.381 -3.110 -3.164 0.2853
H -0.749 -3.977 -1.656 0.3505
H 1.924 -4.646 -0.710 0.4653
H 0.871 -3.736 0.386 0.3204
H 2.492 -3.149 0.049 0.3582
H -1.213 -3.634 0.259 0.2802
H -2.531 -3.037 1.270 0.5177
H -0.871 -2.539 1.613 0.2485
H -2.121 -2.629 -1.976 0.2037
H -2.933 -1.067 -1.879 0.2817
H -3.539 -2.430 -0.948 0.5573
H -2.076 -0.325 1.678 0.2035
H -3.558 -0.798 0.830 0.6031
H -2.526 0.481 0.181 0.1909
H 0.520 -0.667 -3.998 0.2053
H -0.695 0.467 -4.597 0.5068
H -1.201 -0.923 -3.621 0.2018
H 1.749 1.321 -3.102 0.4179
H 1.039 2.271 -1.786 0.2037
H 0.449 2.474 -3.440 0.5700
H -2.370 0.705 -1.975 0.2639
H -1.805 2.114 -2.870 0.6202
H -1.375 1.947 -1.168 0.0711
```

Properties
multiplicity: 1
electronic energy: -2077.2673 Ha
orbital gap: 7.15 eV
total charge: -1
strongest force on any atom: 0.0213 hartree/bohr
lowest unoccupied orbital energy: 1.88 eV


C24H31As2HoI2NO4Se3 as an isolated structure at a distorted geometry, computed with the ωB97M-V functional and the def2-TZVPD basis.

```
68
Properties=species:S:1:pos:R:3:mulliken_charge:R:1
Ho 12.495 12.463 10.649 0.4967
C 14.722 14.908 7.770 -1.2796
As 13.892 14.873 9.512 0.6880
C 15.467 15.259 10.555 -1.0238
C 12.829 16.521 9.423 -0.0605
C 13.413 17.630 8.760 -0.2267
C 12.673 18.561 8.066 -0.7278
C 11.286 18.437 8.063 -0.5190
C 10.671 17.391 8.734 -0.5374
C 11.436 16.419 9.388 0.2533
As 10.704 14.567 9.720 0.7121
C 9.791 14.360 8.010 -1.1641
C 9.174 14.986 10.896 -1.1184
H 15.596 14.235 7.836 0.3755
H 15.212 15.848 7.619 0.4224
H 14.119 14.658 6.910 0.3746
H 16.317 15.028 9.940 0.4190
H 15.459 14.480 11.403 0.2393
H 15.490 16.272 10.954 0.3449
H 14.504 17.786 8.772 0.3823
H 13.124 19.394 7.495 0.3650
H 10.708 19.290 7.638 0.3074
H 9.581 17.289 8.705 0.3280
H 10.630 14.188 7.325 0.3393
H 9.210 15.171 7.698 0.5295
H 9.221 13.439 7.954 0.3313
H 8.536 15.790 10.559 0.3722
H 9.561 15.291 11.916 0.3173
H 8.637 14.043 11.061 0.3828
O 13.621 11.661 14.564 -0.6739
Se 13.314 11.973 12.994 1.0962
O 12.415 13.371 12.649 -0.5290
O 14.413 12.091 11.763 -0.3331
O 12.263 10.881 12.089 -0.3106
I 17.675 9.735 6.425 -0.0928
I 21.405 9.045 4.504 -0.9269
Se 15.832 10.052 7.863 0.0475
C 15.942 8.644 9.035 0.2523
C 16.239 8.956 10.377 -0.0928
C 16.393 7.925 11.247 -0.3336
N 16.405 6.690 10.854 -0.5852
C 15.996 6.379 9.639 -0.2492
C 15.838 7.320 8.647 -0.4524
H 16.263 10.034 10.679 0.3149
H 16.414 8.109 12.343 0.3193
H 15.913 5.322 9.468 0.4019
H 15.808 6.950 7.618 0.3412
C 7.056 6.470 8.164 -1.3819
C 8.139 7.494 8.049 0.5954
C 8.914 7.891 9.170 -1.0890
C 9.749 8.976 9.120 1.1298
C 10.363 9.469 10.366 -0.5426
C 9.991 9.681 7.873 -0.3634
Se 11.338 11.092 7.735 -0.2121
C 9.308 9.193 6.742 1.2064
C 9.537 9.715 5.351 -1.3382
C 8.335 8.202 6.854 -1.0590
H 6.969 6.131 9.209 0.3442
H 7.309 5.591 7.532 0.2859
H 6.088 6.836 7.877 0.3437
H 8.922 7.313 10.131 0.1396
H 10.226 8.718 11.195 0.2422
H 9.944 10.391 10.777 0.1461
H 11.455 9.616 10.220 -0.1208
H 10.520 9.371 4.924 0.2405
H 9.505 10.805 5.299 0.2866
H 8.754 9.275 4.679 0.3486
H 7.820 7.871 5.969 0.2806
```

Properties
multiplicity: 5
electronic energy: -14508.1004 Ha
orbital gap (alpha / beta): 4.14 / 4.21 eV
expectation value of S²: 6.00
total charge: -1
strongest force on any atom: 0.0916 hartree/bohr
lowest unoccupied orbital energy (alpha / beta): 0.48 / 0.56 eV


C24H31AsIrN2O7P2 as an isolated structure, computed with the ωB97M-V functional and the def2-TZVPD basis.

```
68
Properties=species:S:1:pos:R:3:mulliken_charge:R:1
Ir -0.639 1.255 -0.204 2.9838
O -1.967 0.960 3.967 -0.5173
P -2.110 1.507 2.495 0.6334
O -2.466 2.909 2.299 -0.6658
O -0.777 1.052 1.839 -0.6024
O -3.196 0.479 1.872 -0.1821
P -3.775 0.496 0.400 0.6790
O -3.906 -1.044 0.055 -0.3542
O -4.938 1.316 0.137 -0.6851
O -2.481 0.907 -0.479 -0.5583
H -2.449 1.478 4.628 0.3889
H -4.809 -1.259 -0.221 0.3301
C -0.763 0.463 -3.145 -0.8880
N -0.491 1.612 -2.245 -0.1340
C -1.479 2.685 -2.581 -0.9378
C 0.902 2.109 -2.424 -0.3618
C 1.202 3.187 -1.405 -0.7230
N 0.839 2.731 -0.013 0.1424
C 2.061 2.375 0.756 -1.3008
C 0.148 3.841 0.723 -1.2570
H -0.763 0.810 -4.179 0.4952
H -1.741 0.055 -2.899 0.2377
H 0.002 -0.297 -3.016 0.3047
H -1.260 3.078 -3.575 0.4042
H -1.439 3.501 -1.861 0.3866
H -2.478 2.260 -2.561 0.3235
H 1.035 2.486 -3.441 0.5387
H 1.573 1.257 -2.289 -0.0409
H 0.642 4.094 -1.625 0.4193
H 2.261 3.444 -1.422 0.4388
H 2.667 3.273 0.895 0.5408
H 2.640 1.634 0.208 0.4662
H 1.766 1.976 1.721 0.3104
H 0.779 4.730 0.682 0.4760
H -0.023 3.541 1.751 0.3231
H -0.818 4.064 0.266 0.4869
C 3.900 -0.723 3.537 -0.6104
C 2.600 -0.448 3.945 -0.8543
C 1.565 -0.432 3.023 -0.2990
C 1.857 -0.702 1.686 0.6549
C 3.155 -0.997 1.270 0.1042
C 4.178 -1.003 2.206 -0.9877
As 0.476 -0.833 0.386 0.7292
C -0.889 -2.086 0.773 0.4514
C -1.649 -2.216 1.920 -0.4594
C -2.533 -3.284 1.994 -0.8715
C -2.641 -4.176 0.936 -1.0374
C -1.855 -4.043 -0.204 -0.7012
C -0.954 -2.993 -0.296 0.1914
C 0.036 -2.797 -1.381 0.9598
C 0.149 -3.580 -2.524 -0.6631
C 1.175 -3.342 -3.428 -0.9265
C 2.110 -2.335 -3.208 -1.1379
C 2.006 -1.533 -2.081 -0.1295
C 0.971 -1.768 -1.187 -0.0934
H 4.700 -0.732 4.266 0.4222
H 2.387 -0.251 4.987 0.4756
H 0.558 -0.212 3.343 0.2932
H 3.373 -1.252 0.242 0.3909
H 5.186 -1.239 1.896 0.4717
H -1.565 -1.516 2.740 0.3920
H -3.136 -3.419 2.882 0.5016
H -3.334 -5.003 1.006 0.4437
H -1.935 -4.775 -0.996 0.4430
H -0.550 -4.384 -2.709 0.4715
H 1.258 -3.960 -4.312 0.4466
H 2.918 -2.182 -3.910 0.4588
H 2.735 -0.749 -1.912 0.3686
```

Properties
multiplicity: 2
electronic energy: -4591.8518 Ha
orbital gap (alpha / beta): 6.25 / 5.37 eV
expectation value of S²: 0.76
total charge: +2
strongest force on any atom: 0.0129 hartree/bohr
lowest unoccupied orbital energy (alpha / beta): -8.15 / -9.03 eV